1.
136
Properties=species:S:1:pos:R:3:mulliken_charge:R:1 method="wB97M-V/def2-TZVPD" gap_ha=0.3399 smiles="O=C1OC[C@@H](F)O1.C[N+](=O)[O-].C[N+](=O)[O-].C[N+](=O)[O-].O=S1(=O)CCCC1.O=S1(=O)CCCC1.O=S1(=O)CCCC1.O=S1(=O)CCCC1.O=S1(=O)CCCC1.O=S1(=O)CCCC1.O=S1(=O)CCCC1" total_energy_ha=-6117.72301 homo_energy_ev=-9.460 e_lumo_ev=-0.21 multiplicity=1 e_above_lowest_kj_mol=0.0
H -0.808 -3.617 6.267 0.420
H 2.887 1.226 2.032 -0.586
H -4.644 0.816 0.491 -0.438
H 1.032 -2.354 2.982 0.012
C 3.933 1.095 1.756 -0.022
C 3.526 -3.769 -5.277 -0.683
C 0.687 -2.431 4.013 -0.578
O -2.464 1.987 -0.575 -0.351
H -0.487 -4.744 -3.143 0.041
O -1.695 -6.999 2.518 -0.563
C 0.185 0.150 -0.562 1.127
H -0.920 -4.407 1.418 -0.032
O 0.069 -3.238 -1.319 -0.256
N -0.733 -6.059 -4.573 0.940
C -3.584 5.082 -1.998 -0.790
S 4.134 -0.749 1.584 0.912
H 2.492 -3.845 -5.612 0.369
O 0.243 -6.131 3.132 -0.527
H -1.974 4.405 -3.247 0.309
O -0.004 -1.935 0.457 -0.022
O 0.341 -6.003 -5.188 -0.562
H -1.520 -0.616 0.649 -0.625
O 4.364 -1.426 2.863 -0.752
H -5.390 1.502 4.333 0.375
H 2.884 2.924 -4.935 0.320
H -5.729 2.362 2.125 0.553
C 5.798 0.859 0.152 -0.934
S 0.167 -1.528 6.527 1.109
H -2.045 -2.348 6.244 0.425
C -0.430 -0.619 0.666 0.500
S -2.554 2.475 -1.957 1.360
C -0.922 -2.605 4.287 0.495
H -1.159 -3.570 3.839 0.255
H -0.113 -0.177 1.610 0.091
H -5.986 0.368 1.393 0.596
H -5.006 -1.099 2.592 0.664
H 3.711 -2.321 -1.919 -0.109
H 4.872 -4.919 -4.295 0.402
H 3.312 -5.782 -4.548 0.315
S -0.630 5.798 2.469 1.117
H -0.780 2.758 1.841 -0.438
H 1.150 -3.367 4.323 0.597
H 6.372 -0.637 1.631 0.418
O -0.521 -0.339 6.966 -0.620
O -1.717 1.823 -2.968 -0.820
O 1.022 -2.277 7.480 -0.691
H 0.179 -5.241 0.565 0.189
H 0.385 3.344 4.534 0.360
H -1.622 5.409 4.673 0.450
H -3.720 6.055 -2.471 0.409
C -0.766 5.045 4.106 -0.723
H 6.035 -1.592 0.320 0.517
S -3.400 0.212 3.807 0.971
H -1.576 -1.852 3.847 -0.693
O -2.000 0.655 3.585 -0.167
H 0.764 2.507 2.496 -0.339
H -3.516 -0.883 -2.005 -0.005
C -0.751 -5.436 1.100 -0.301
C 2.307 1.923 -3.160 0.559
N -0.717 -6.278 2.379 0.959
C 1.960 2.522 -4.520 -1.232
C -4.603 4.244 -2.716 -0.689
H 5.099 -3.129 -2.726 0.390
H 0.459 4.810 0.688 -0.001
H 1.771 1.616 -5.095 0.583
C -4.149 -0.535 2.225 -0.182
H 2.558 5.042 -3.705 0.420
H -1.747 -5.679 -2.561 0.234
H 3.374 1.827 -2.958 0.482
F 1.395 0.566 -0.289 0.078
N -3.298 -2.873 -1.508 0.997
H -2.164 -1.684 -2.866 0.229
C -0.462 3.519 3.870 -0.791
H -4.092 2.566 1.740 0.030
H 4.315 -3.899 -6.018 0.395
H -1.305 2.938 4.241 0.101
C 1.050 3.783 -4.546 -0.215
C 1.088 -1.232 4.911 -0.331
H 1.581 1.231 -2.734 -0.671
C 5.776 -0.612 0.719 -0.991
H -4.742 2.493 -1.482 0.125
C -1.112 -2.684 5.793 -1.018
H -1.279 4.399 -1.622 0.159
H 0.017 3.483 -4.368 -0.107
O 3.138 -1.313 0.649 -0.267
O 4.887 -1.404 -4.767 -0.743
H -3.804 5.182 -0.935 0.311
H -4.012 -2.065 -3.154 0.404
H -5.609 4.591 -2.481 0.419
H 1.238 4.255 -5.511 0.491
C -3.184 -1.796 -2.498 -0.513
C 0.141 -2.158 -0.824 0.220
O 0.178 -0.939 -1.454 -0.517
C -0.819 -5.782 -3.122 -0.383
H 4.587 1.406 2.571 0.512
C 3.785 -4.843 -4.262 -0.791
C -4.918 0.549 1.511 -0.013
H -1.488 -5.830 0.401 0.318
C 0.496 4.585 1.754 -0.479
O -3.118 -4.023 -1.849 -0.631
O 2.369 -1.431 -4.339 -0.540
H 2.239 -4.147 -2.796 -0.042
H -4.438 4.453 -3.773 0.283
H -0.201 -6.520 -2.610 0.317
H 3.817 1.146 -0.432 -0.404
C -4.481 1.785 3.802 -0.904
C 4.389 1.541 0.407 0.171
C -4.760 1.881 2.263 -0.617
H 3.702 -4.871 -2.059 0.403
H 6.094 0.813 -0.896 0.313
C -4.325 2.738 -2.459 -0.673
C -2.209 4.326 -2.186 -0.563
H 1.518 4.897 1.972 0.439
O 0.862 3.266 -1.252 -0.373
O -1.788 -6.388 -5.100 -0.552
H 4.523 2.616 0.286 0.748
O -3.732 -0.668 4.904 -0.808
O -3.441 -2.474 -0.420 -0.507
S 3.693 -2.136 -4.407 1.159
H -4.119 2.581 4.453 0.494
H 1.046 5.488 -3.034 0.399
H 2.110 -0.876 5.040 0.574
H 0.459 -0.450 4.486 -0.109
H -3.333 -1.057 1.725 -0.348
C 1.598 4.623 -3.401 -0.982
O 3.292 3.820 -1.508 -0.844
C 4.025 -2.943 -2.757 -0.298
S 2.002 3.404 -2.152 1.135
H 0.072 5.379 4.717 0.354
H -4.579 2.047 -3.263 0.508
C 0.000 3.278 2.398 1.220
H -0.145 1.178 -0.711 -0.701
H 6.439 1.546 0.705 0.379
O 0.041 7.057 2.620 -0.691
O -2.009 5.676 1.864 -0.611
C 3.316 -4.287 -2.894 -0.170

2.
62
Properties=species:S:1:pos:R:3:nbo_charge:R:1 method="wB97M-V/def2-TZVPD" s2=6.041 gap_ha="0.2802 / 0.2056" charge=+2 total_energy_ha=-2804.99025 homo_energy_ev="-13.900 / -14.477" e_lumo_ev="-6.28 / -8.88" multiplicity=5
C -0.473 -0.378 -2.991 0.676
H -6.068 0.654 -0.605 0.219
H -1.269 2.897 1.162 0.229
F -0.359 -1.931 0.445 -0.601
I 3.765 -0.965 6.430 0.391
O 2.227 0.789 0.752 -0.618
H 0.941 -1.281 5.920 0.256
C 0.757 -0.931 4.913 -0.104
C 0.327 -1.632 -2.753 -0.638
H 2.031 4.667 -1.984 0.261
C -6.104 -2.036 0.231 -0.420
H 5.196 0.186 4.052 0.264
C -4.920 -1.384 0.931 -0.209
C 1.295 4.313 -1.278 -0.187
H 0.739 -2.075 -3.655 0.266
C -5.597 -0.968 -1.996 -0.413
C 4.174 0.131 3.702 -0.264
O -0.655 0.465 -2.095 -0.672
C -5.749 -2.292 -1.229 -0.408
C -3.153 0.069 0.197 0.684
C -5.201 0.180 -1.067 -0.199
I 1.941 -1.105 -1.482 0.511
I 5.351 1.241 1.163 0.335
H -6.537 -0.693 -2.477 0.231
H -1.705 -0.523 2.635 0.233
H -6.504 -2.914 -1.706 0.239
C 2.542 0.462 1.928 0.473
H -4.636 0.956 -1.582 0.220
C 0.504 5.202 -0.556 -0.056
C 0.656 6.618 -0.739 0.215
H -1.348 -1.328 4.962 0.260
N -0.985 -0.211 -4.202 -0.741
C -0.435 4.706 0.342 -0.197
C 3.883 0.544 2.412 -0.216
C -0.546 3.337 0.488 0.064
C 1.821 -0.452 4.129 -0.046
H -0.260 -2.367 -2.205 0.317
N 0.780 7.749 -0.883 -0.177
H -1.569 0.590 -4.384 0.430
F -2.187 -2.148 -0.952 -0.574
H -4.131 -2.118 1.092 0.242
H -4.855 -1.078 -2.787 0.213
N 0.264 -0.044 2.336 -0.458
C -0.722 -0.506 3.084 0.114
N -2.070 0.483 0.344 -0.640
H -4.810 -2.849 -1.267 0.219
H -1.066 5.369 0.915 0.263
C 1.121 2.961 -1.068 0.064
H -6.329 -2.966 0.753 0.248
Pt 0.055 0.310 0.122 1.499
N 0.219 2.489 -0.204 -0.478
C 1.515 -0.029 2.834 0.076
H -6.994 -1.408 0.313 0.212
C -0.512 -0.958 4.386 -0.213
H 1.715 2.228 -1.598 0.224
N -4.355 -0.335 0.032 -0.426
C 3.196 -0.366 4.561 -0.110
B -1.416 -2.888 -0.043 1.354
F -2.128 -3.263 1.062 -0.536
H -5.202 -0.915 1.876 0.211
H -0.866 -0.898 -4.929 0.426
F -0.733 -3.884 -0.685 -0.534

3.
13
Properties=species:S:1:pos:R:3:nbo_charge:R:1 method="wB97M-V/def2-TZVPD" gap_ha="0.3441 / 0.2424" total_energy_ha=-832.89836 homo_energy_ev="-11.258 / -9.300" e_lumo_ev="-1.89 / -2.70" multiplicity=1 e_above_lowest_kj_mol=522.6
H -1.955 -1.379 0.289 0.227
H -1.637 1.039 -1.166 0.247
H -0.586 -0.611 1.101 0.235
O 0.555 2.581 -0.669 -0.843
O 2.711 -2.249 0.138 -0.233
S 0.439 1.344 0.104 1.830
O 1.944 -0.447 -0.780 -0.344
O 0.551 1.432 1.555 -0.874
H -1.798 1.128 0.738 0.248
N 2.708 -1.424 -0.710 0.508
H -0.577 -1.356 -0.630 0.226
C -1.058 -0.765 0.159 -0.655
C -1.299 0.707 -0.128 -0.571

4.
99
Properties=species:S:1:pos:R:3:mulliken_charge:R:1 method="wB97M-V/def2-TZVPD" s2=6.016 gap_ha="0.1916 / 0.2351" charge=+1 total_energy_ha=-2156.41726 homo_energy_ev="-7.161 / -10.719" e_lumo_ev="-1.95 / -4.32" multiplicity=5 e_above_lowest_kj_mol=215.3
H 1.266 4.467 -1.299 0.059
O 1.885 2.328 1.534 -0.611
H 0.488 3.320 -4.354 0.202
H 3.326 0.469 -3.205 -0.002
H -0.537 -0.821 -3.809 -0.294
H 0.196 -5.301 -4.966 0.320
C -3.025 2.877 -3.611 -0.534
H 2.619 -1.228 -6.672 0.313
H 2.884 -3.708 -6.344 0.257
C 0.062 -0.732 -5.889 -0.357
C 1.607 -2.988 1.628 -0.648
N -0.388 0.142 1.414 1.543
H -4.321 2.931 1.902 0.500
H 0.772 0.089 -5.699 0.158
H 1.119 -2.538 -5.037 0.424
H -3.546 2.362 -4.420 0.501
C -2.449 4.130 -3.817 -1.074
H 2.790 4.682 -2.181 0.461
Rh 0.077 1.421 -0.196 -0.180
H -4.003 0.797 -1.150 0.278
C -0.982 -0.831 -4.814 -0.280
H 1.618 2.094 -4.998 0.206
H 3.365 -4.215 -2.759 0.322
H 1.326 -0.079 3.351 0.261
C -0.425 -4.575 -4.424 -1.453
H 4.303 1.933 -2.944 0.473
H 3.095 -1.856 -3.935 0.367
H 3.164 -3.233 -8.022 0.438
H 1.638 -3.999 -7.589 0.303
H 0.693 0.284 -2.162 -2.009
C -2.016 -1.570 -0.202 -0.963
C -1.282 0.524 2.318 0.450
H -1.948 -1.226 3.402 0.246
C 0.015 -1.208 1.261 -0.159
H -0.561 5.830 -0.746 0.483
H 0.898 -4.477 -2.707 0.470
Si 1.944 2.424 -2.551 0.038
H 1.826 -1.563 -2.711 -0.431
H -2.759 1.856 3.020 0.373
H -0.424 1.614 -2.550 -0.595
H -4.392 0.765 -2.879 0.552
C -0.734 -2.051 0.407 0.892
H -2.861 0.093 -2.321 -0.193
H -1.611 -1.723 -4.932 0.338
H -1.198 -5.135 -3.885 0.443
C 0.898 -3.807 0.747 -1.300
H 3.699 1.007 -1.539 0.206
H -0.882 -3.999 -0.478 0.617
H 4.000 -2.777 -1.949 0.489
H -0.225 -3.094 -2.855 -0.122
O 1.459 -3.076 -4.120 -0.129
C 1.842 -1.929 -7.010 -0.335
H 2.468 -3.457 -1.414 0.148
C -1.064 4.931 -0.372 -1.657
N -1.854 2.165 -0.172 2.005
C 0.390 -3.816 -3.417 0.298
O 0.801 -1.983 -5.999 -0.276
C -2.178 1.585 2.140 -1.622
C -2.556 2.227 0.957 0.607
C 1.927 -0.880 2.909 -2.088
C -3.817 3.055 0.940 -1.517
N 1.777 1.427 0.685 0.699
H -2.186 -2.033 -1.185 0.433
C -1.397 -0.290 3.580 -1.598
C 1.159 -1.704 1.926 1.045
H -4.510 2.739 0.149 0.257
H -1.636 0.046 -4.883 0.431
H 2.521 -3.341 2.108 0.482
C 3.460 1.345 -2.557 -0.744
H -0.422 -0.541 4.010 0.282
C 2.212 3.979 -1.564 -0.708
H -0.935 -3.915 -5.140 0.299
C 0.476 1.353 -1.963 2.944
C 2.389 -2.339 -3.252 0.733
C 3.087 -3.265 -2.295 -1.494
O 2.656 0.591 0.416 -0.627
H -3.607 4.124 0.803 0.204
H -1.960 0.296 4.313 0.473
H 1.374 -1.527 -7.916 0.399
H -2.887 -1.810 0.432 0.398
C -1.824 4.802 -2.764 -0.913
H 2.804 -0.421 2.436 0.310
H -0.394 -0.561 -6.874 0.395
C 1.512 2.933 -4.299 -1.070
H -2.502 4.597 -4.801 0.420
C -0.285 -3.348 0.168 -0.196
H -2.009 -0.479 -0.339 -0.514
H 2.288 -1.526 3.721 0.561
C -2.953 2.258 -2.364 0.935
H -1.398 5.797 -2.907 0.407
H 2.199 3.730 -4.615 0.437
C 2.405 -3.303 -7.241 -1.126
H 1.256 -4.817 0.535 0.411
H -0.319 4.314 0.154 0.272
H 2.777 3.784 -0.642 0.277
C -2.219 2.894 -1.333 -1.487
C -1.723 4.208 -1.508 1.535
C -3.578 0.912 -2.157 -1.091
H -1.796 5.256 0.383 0.309

5.
96
Properties=species:S:1:pos:R:3:mulliken_charge:R:1 method="wB97M-V/def2-TZVPD" gap_ha=0.2533 charge=+1 total_energy_ha=-2581.53364 homo_energy_ev=-8.936 e_lumo_ev=-2.05 multiplicity=1 e_above_lowest_kj_mol=197.5
C -2.488 2.592 0.520 -1.448
H -0.270 -5.726 -0.960 0.543
H 4.257 -2.149 -2.094 0.529
H 3.250 2.444 -1.205 0.334
H -0.462 -1.046 -4.147 0.247
H 2.130 1.188 -3.897 0.534
H -2.653 4.568 -1.508 0.597
H -2.559 1.605 0.022 0.107
H 2.780 -4.685 1.777 0.279
H -1.716 -2.877 0.925 -0.036
H 3.940 -0.563 -4.053 0.435
C 3.065 2.693 -0.149 -1.652
N 1.738 -0.288 -0.920 2.030
H 1.211 3.452 2.156 0.153
H 2.270 -2.876 4.521 0.565
H -1.942 1.385 -5.381 0.519
H -2.045 0.428 6.136 0.378
H -2.132 -4.274 -0.080 0.434
C 1.816 3.604 0.030 2.151
C -0.164 -3.533 3.286 -1.713
H 1.341 5.134 1.575 0.400
H 0.170 -2.179 -1.941 0.222
H -3.474 3.077 0.396 0.552
H 2.501 -4.921 3.522 0.494
H -3.172 -0.865 5.655 0.435
H -0.636 -2.550 3.476 0.153
H -1.835 -1.684 -3.201 0.248
N -1.555 -0.017 -1.067 -0.585
C 2.044 -2.378 3.562 -1.394
C -0.031 -3.679 -0.339 2.302
C 1.791 4.130 1.506 -1.507
H -2.937 -0.583 1.568 0.121
H -0.532 5.471 0.303 0.269
H 1.309 -5.419 -0.193 0.347
C 2.736 -2.303 0.128 -1.092
C -1.537 -0.935 -3.947 -1.532
H -0.971 4.510 1.758 0.280
C 1.252 -3.375 2.676 1.971
C 2.458 0.920 2.518 0.421
C 2.652 -1.259 -1.000 -0.527
C -1.842 0.471 -3.422 2.281
H -3.891 1.249 -3.810 0.366
H 3.178 -3.227 -0.284 0.653
P 1.096 -2.728 0.909 -0.592
H 3.442 -1.938 0.897 0.598
H -1.076 4.136 -2.231 0.114
H 2.951 1.759 0.424 -0.205
H -2.068 -1.159 -4.885 0.447
H -2.245 5.251 0.761 0.515
C -3.205 -0.512 2.649 -0.855
H -0.194 -5.549 0.801 0.300
H 3.968 3.196 0.240 0.669
O -1.373 1.156 3.261 -0.622
C 0.327 -3.260 -1.784 -1.842
C 2.003 -4.714 2.561 -1.553
C -1.401 3.489 -0.136 2.283
P 0.267 2.583 -0.222 -1.458
C 0.234 -5.181 -0.145 -1.842
H -1.502 2.512 -4.080 0.249
H -3.519 0.986 -2.100 0.197
C -1.259 4.762 0.724 -1.721
H -2.357 2.895 -2.010 0.200
C 3.509 -1.352 -2.098 -0.810
H -0.081 -4.040 4.262 0.475
H 1.319 -5.553 2.361 0.309
H -3.836 -0.390 -3.141 0.395
H -3.521 0.855 5.238 0.369
H -0.326 -3.789 -2.501 0.555
H 2.996 -2.069 3.107 0.315
C 2.306 0.472 -3.099 -0.957
H -0.844 -4.122 2.651 0.295
H 1.457 -1.474 3.798 0.026
H 2.811 4.173 1.923 0.384
C -1.055 0.619 -2.010 0.039
H -0.311 1.316 -4.683 0.207
C -1.373 1.483 -4.443 -1.715
S -1.882 -0.213 3.803 0.526
H 1.011 4.508 -1.822 0.263
C -1.878 3.785 -1.565 -1.526
C 3.318 -0.480 -3.149 -1.193
O 3.224 1.169 3.322 -0.221
C -2.733 0.097 5.345 -1.199
C 1.780 4.704 -1.054 -1.606
C 1.500 0.527 -1.968 -2.250
H -2.311 2.424 1.596 0.237
C -1.537 -3.345 -0.065 -1.088
H 2.750 4.755 -1.580 0.402
Ba -0.274 -0.025 1.126 1.583
H 0.402 2.230 -2.671 1.563
C -3.353 0.595 -3.112 -1.577
H 1.367 -3.513 -2.047 0.351
C 0.330 1.495 -1.866 0.827
H -1.957 -2.659 -0.826 0.024
H -3.671 -1.461 2.971 0.477
H 1.598 5.698 -0.620 0.344
H -3.866 0.362 2.768 0.435

6.
61
Properties=species:S:1:pos:R:3:nbo_charge:R:1 method="wB97M-V/def2-TZVPD" gap_ha=0.3246 charge=+1 smiles="CCCCCc1cc(CN)c(CC(=O)OC(C)=O)[nH+]c1CCCCOC(C)=O" total_energy_ha=-1305.41010 homo_energy_ev=-12.899 e_lumo_ev=-4.07 multiplicity=1
H -2.273 1.941 1.043 0.276
C 3.613 -0.786 -0.630 -0.401
O -3.245 1.911 -1.967 -0.507
C 5.609 -0.390 1.010 -0.396
H -3.131 -3.321 3.472 0.260
H 3.727 -1.902 -0.605 0.224
H -3.566 -1.807 -0.975 0.188
H -0.094 -3.440 -0.545 0.238
H -1.846 3.524 0.319 0.270
C 1.698 1.772 -1.030 -0.093
H -0.697 -1.656 -2.882 0.244
H 4.773 1.109 -0.337 0.197
H -5.292 1.834 2.870 0.269
C 4.961 -0.002 -0.397 -0.405
C -2.013 2.446 0.066 -0.580
H 3.483 0.438 -2.508 0.235
C -2.032 -3.376 -1.543 -0.436
H 2.662 -1.191 -2.665 0.231
H -1.781 -0.005 -0.948 0.454
C 6.594 -1.630 0.886 -0.617
H -2.125 -3.212 -2.654 0.219
O -5.641 1.288 0.444 -0.474
H 1.682 4.327 -0.334 0.225
C -3.287 -2.521 1.415 0.815
C 0.504 2.463 -0.525 -0.019
H -3.644 2.462 2.557 0.228
H 1.136 4.722 1.814 0.379
N 0.422 4.086 1.440 -0.833
C -2.435 -3.073 2.624 -0.732
H -0.453 4.607 1.563 0.359
H 7.109 -1.854 1.859 0.224
H -4.207 -3.377 -1.540 0.213
C -3.400 -2.920 -0.895 -0.083
C -4.715 2.556 2.229 -0.735
C 0.223 -0.274 -1.479 0.263
H -0.126 4.540 -0.547 0.204
H -1.030 -2.003 -0.026 0.202
C -3.265 2.388 -0.877 0.812
C -0.762 1.730 -0.510 0.284
H -1.986 -4.495 -1.407 0.236
C 0.680 3.941 -0.026 -0.254
H 2.956 -0.531 0.255 0.201
H 2.676 2.300 -1.057 0.248
H 6.004 -2.547 0.611 0.203
C 1.528 0.368 -1.492 0.005
O -3.599 -3.443 0.428 -0.523
C 2.857 -0.335 -1.977 -0.435
C -0.780 -2.628 -0.925 -0.422
H 6.190 0.472 1.443 0.211
H 5.699 -0.243 -1.204 0.214
C 0.000 -1.731 -1.995 -0.451
N -0.858 0.443 -0.988 -0.448
O -3.639 -1.367 1.444 -0.593
O -4.441 2.986 -0.367 -0.547
H -5.035 3.602 2.496 0.254
H 4.774 -0.598 1.739 0.195
C -4.953 2.222 0.727 0.772
H 7.363 -1.351 0.122 0.210
H -1.839 -3.965 2.293 0.231
H 0.970 -2.212 -2.286 0.253
H -1.702 -2.294 2.974 0.237

7.
19
Properties=species:S:1:pos:R:3:nbo_charge:R:1 method="wB97M-V/def2-TZVPD" gap_ha=0.3281 total_energy_ha=-791.36728 homo_energy_ev=-8.583 e_lumo_ev=0.35 multiplicity=1 e_above_lowest_kj_mol=154.4
O 3.921 -2.054 0.455 -0.478
C 1.150 1.349 0.338 -0.012
C -2.205 0.300 -0.191 -0.282
I 5.706 0.116 -0.484 -0.057
H -1.494 3.148 0.606 0.414
C -1.122 1.003 0.126 0.170
H -2.946 -1.610 -0.774 0.209
H 1.206 -1.426 0.020 0.218
H -0.675 -2.784 -0.899 0.228
H -3.134 0.726 -0.218 0.212
N 0.487 2.411 0.613 -0.365
C 0.277 -0.973 -0.269 -0.139
C 0.170 0.357 0.135 -0.213
H 0.805 3.382 0.693 0.407
C -0.829 -1.718 -0.686 -0.250
C 3.946 -0.881 0.334 0.316
N -0.949 2.276 0.614 -0.434
H 3.086 -0.225 0.118 0.195
C -2.106 -1.036 -0.535 -0.138